A 4-piece molecular cluster, H8O4 overall in a non-equilibrium geometry. Source: OMol25; level of theory: wB97M-V/def2-TZVPD.

Atoms and positions in Å:
O  -0.14391  1.11362  1.46668
H  0.56012  0.54176  1.94216
H  0.14261  1.22658  0.56347
O  -1.35167  -1.05467  0.99631
H  -0.90851  -0.04220  1.16232
H  -2.26484  -1.05869  1.24937
O  0.77831  -1.51859  -1.16769
H  -0.13777  -1.73870  -0.91937
H  0.86910  -1.77020  -2.07582
O  0.62277  1.47742  -1.21874
H  1.04058  0.62964  -1.26152
H  1.45467  2.06954  -1.27306

Values from the calculation:
- orbital gap (eV) = 10.81
- energy relative to the best compared isomer or geometry (same formula, charge and spin) (kcal per mole) = 23.93



A 4-piece molecular cluster, H8O4 overall in a non-equilibrium geometry. Source: OMol25; level of theory: wB97M-V/def2-TZVPD.

Atoms and positions in Å:
O  -7.26800  -12.98600  15.87200
H  -6.76800  -13.36000  15.17800
H  -7.05200  -13.46800  16.66400
O  -3.89400  -15.51500  16.72100
H  -3.88300  -16.42000  16.46000
H  -3.58000  -15.11100  15.86200
O  -6.41300  -14.89900  17.87800
H  -5.67400  -15.04600  17.27600
H  -6.12800  -14.30300  18.53900
O  -8.61000  -16.48500  16.73800
H  -8.00200  -16.01400  17.29700
H  -9.35400  -15.86200  16.64200

Values from the calculation:
- orbital gap (eV) = 11.05
- energy relative to the best compared isomer or geometry (same formula, charge and spin) (kcal per mole) = 17.89



H8O4Rb as an isolated structure. Source: OMol25; level of theory: wB97M-V/def2-TZVPD.

Atoms and positions in Å:
Rb  0.88595  0.43713  0.34593
O  -1.12967  0.42855  -1.85882
H  -2.06897  0.20236  -1.84154
H  -0.68536  -0.36082  -2.19519
O  -0.65164  -1.23964  1.84337
H  -0.71164  -1.67906  2.70220
H  -1.20118  -1.77018  1.25030
O  2.01176  -1.84654  -1.20327
H  2.20011  -2.75236  -0.92408
H  2.82676  -1.53606  -1.62136
O  -0.21321  3.09708  1.14261
H  -1.16583  2.96412  1.23341
H  -0.09709  4.05543  1.12644

Values from the calculation:
- orbital gap (eV) = 12.05
- net charge = +1
- energy relative to the best compared isomer or geometry (same formula, charge and spin) (kcal per mole) = 3.26



H8O6V as an isolated structure in a non-equilibrium geometry. Source: OMol25; level of theory: wB97M-V/def2-TZVPD.

Atoms and positions in Å:
O  -0.25458  -2.21834  0.02805
V  -0.18750  -0.71288  -0.46347
O  -0.51283  -0.65359  -2.03335
O  2.06238  -0.44531  -0.78104
H  2.75334  -0.16202  -0.18224
H  2.52011  -0.64821  -1.59685
O  -2.33019  -0.24026  0.21922
H  -2.35556  0.43968  0.89248
H  -3.21112  -0.61466  0.22295
O  0.48386  -0.22199  1.70568
H  1.27659  -0.61957  2.06587
H  -0.03034  0.02647  2.47386
O  0.04007  1.71629  -0.63654
H  0.25031  1.90019  -1.55208
H  -0.50461  2.45416  -0.36250

Values from the calculation:
- orbital gap (eV) = 9.85
- net charge = +1
- energy relative to the best compared isomer or geometry (same formula, charge and spin) (kcal per mole) = 0.00



A 2-piece molecular cluster, H8SSi3 overall in a non-equilibrium geometry. Source: OMol25; level of theory: wB97M-V/def2-TZVPD.

Atoms and positions in Å:
Si  -3.85659  2.14546  -0.43133
Si  3.56051  -2.40426  -0.07169
Si  1.37198  -0.17467  1.63626
S  2.91445  -0.37854  0.12122
H  -4.97722  2.78103  0.31354
H  -4.69804  0.99847  -1.07634
H  -2.75396  1.45693  0.15670
H  4.53936  -2.91463  1.12856
H  4.54121  -2.34621  -1.08237
H  2.29631  -3.09439  -0.13812
H  0.55346  0.76237  0.82544
H  -3.49145  3.16844  -1.38187

Values from the calculation:
- orbital gap (eV) = 7.55
- energy relative to the best compared isomer or geometry (same formula, charge and spin) (kcal per mole) = 38.60



A 4-piece molecular cluster, H9NO3 overall in a non-equilibrium geometry. Source: OMol25; level of theory: wB97M-V/def2-TZVPD.

Atoms and positions in Å:
N  0.98444  -0.94046  -1.81879
H  1.11118  -0.99590  -2.81303
H  1.54531  -0.33219  -1.26276
H  1.05189  -1.90096  -1.47625
O  -1.89382  0.44604  -1.93815
H  -1.56390  1.28276  -2.26882
H  -1.13266  -0.10354  -1.73082
O  0.42888  -0.75417  1.95993
H  -0.12318  -1.54862  2.20626
H  0.75380  -0.86970  1.04360
O  -0.68410  1.84180  2.87217
H  -0.36193  2.72896  2.70343
H  -0.11593  1.14598  2.52323

Values from the calculation:
- orbital gap (eV) = 11.10
- energy relative to the best compared isomer or geometry (same formula, charge and spin) (kcal per mole) = 13.57



A 4-piece molecular cluster, H9O4 overall in a non-equilibrium geometry. Source: OMol25; level of theory: wB97M-V/def2-TZVPD.

Atoms and positions in Å:
O  -0.43666  0.67858  -0.84188
H  -0.89357  1.22347  0.09570
H  0.43341  0.47033  -0.38714
H  -0.74904  -0.24579  -0.91042
O  -0.21918  -1.68757  0.27126
H  -0.48518  -1.97091  1.19180
H  0.26161  -2.50769  -0.12362
O  2.42134  -0.20039  -0.86588
H  1.95400  -0.70982  -1.53799
H  3.22831  0.15623  -1.07260
O  -1.57986  1.29734  1.29705
H  -2.49856  1.23192  1.47019
H  -1.43665  2.26430  1.41351

Values from the calculation:
- orbital gap (eV) = 12.02
- net charge = +1
- energy relative to the best compared isomer or geometry (same formula, charge and spin) (kcal per mole) = 38.72



A 4-piece molecular cluster, H9O4 overall in a non-equilibrium geometry. Source: OMol25; level of theory: wB97M-V/def2-TZVPD.

Atoms and positions in Å:
O  2.12863  0.05829  -0.92397
H  2.34431  -0.85870  -1.28267
H  2.74466  0.65203  -1.47122
O  -0.19360  -0.99602  -1.69488
H  -0.38065  -0.65083  -2.58949
H  -0.58560  -1.89425  -1.73184
O  -1.48561  0.52138  2.43437
H  -1.97095  -0.17216  2.90259
H  -1.68624  1.30705  2.96498
O  -0.31175  0.65209  0.26787
H  -0.48470  -0.00216  -0.46742
H  -0.75859  0.60680  1.22613
H  0.64009  0.77649  0.36554

Values from the calculation:
- orbital gap (spin up / spin down) (eV) = 11.88 / 4.20
- expectation value of S² = 0.756
- net charge = +2
- energy relative to the best compared isomer or geometry (same formula, charge and spin) (kcal per mole) = 23.45
- 2S+1 = 2



A 5-piece molecular cluster, H9O4S overall in a non-equilibrium geometry. Source: OMol25; level of theory: wB97M-V/def2-TZVPD.

Atoms and positions in Å:
S  -1.93961  -1.11670  0.57456
H  -1.29565  -2.20516  0.97804
H  -0.39038  -0.93087  -1.25207
H  0.20238  -0.06071  -2.32716
O  0.44953  -0.77702  -1.75253
H  -0.34193  0.35873  2.04155
H  0.96866  0.73435  1.39509
O  0.35677  1.04387  2.07713
H  1.55157  -1.49392  0.27208
H  1.96969  -0.37883  -0.55152
O  2.20218  -0.78522  0.29121
H  -0.85224  2.50031  -0.39134
H  -1.47482  1.16436  -0.40424
O  -1.40614  1.94682  -0.95080

Values from the calculation:
- orbital gap (eV) = 7.72
- net charge = -1
- energy relative to the best compared isomer or geometry (same formula, charge and spin) (kcal per mole) = 9.99



A 2-piece molecular cluster, H9P7S overall. Source: OMol25; level of theory: wB97M-V/def2-TZVPD.

Atoms and positions in Å:
P  1.73216  0.28391  -1.64926
P  2.37885  -0.76691  0.13869
P  2.60527  0.96636  1.44024
P  0.55797  -1.56384  0.99773
P  -0.73754  -1.45890  -0.57403
P  -2.49902  -2.30322  0.38617
H  1.83303  -0.86938  -2.43107
H  3.04931  0.65264  -1.93990
H  3.99529  0.81806  1.48861
H  2.43060  0.22223  2.61039
H  -2.39056  -3.54144  -0.24819
H  -3.34676  -1.82367  -0.60935
P  -1.13075  1.79717  -0.06241
S  -3.12891  1.81162  0.55902
H  -1.37089  1.95203  -1.42735
H  -0.92420  3.16573  0.09937
H  -3.05384  0.65760  1.22134

Values from the calculation:
- orbital gap (eV) = 6.83
- energy relative to the best compared isomer or geometry (same formula, charge and spin) (kcal per mole) = 0.00



HI2N in the gas phase in a non-equilibrium geometry. Source: OMol25; level of theory: wB97M-V/def2-TZVPD.

Atoms and positions in Å:
I  -0.31145  1.96909  -0.10175
N  -0.33645  0.04308  0.37889
I  1.53792  -1.46772  -0.11076
H  -0.89002  -0.54446  -0.16638

Values from the calculation:
- orbital gap (spin up / spin down) (eV) = 7.02 / 7.03
- energy relative to the best compared isomer or geometry (same formula, charge and spin) (kcal per mole) = 0.00



A 2-piece molecular cluster, HI2PS2 overall in a non-equilibrium geometry. Source: OMol25; level of theory: wB97M-V/def2-TZVPD.

Atoms and positions in Å:
P  2.14662  -0.52993  -0.40299
S  0.52631  -1.00534  0.66293
S  3.39116  -1.43458  0.97592
I  3.91866  2.58160  0.30350
I  5.38469  -1.91499  -0.34044
H  -0.37466  -0.19566  -0.16481

Values from the calculation:
- orbital gap (spin up / spin down) (eV) = 5.24 / 5.24
- energy relative to the best compared isomer or geometry (same formula, charge and spin) (kcal per mole) = 49.27



HIOS in the gas phase in a non-equilibrium geometry. Source: OMol25; level of theory: wB97M-V/def2-TZVPD.

Atoms and positions in Å:
O  0.86959  0.24180  -0.60406
S  0.08044  -0.64197  0.98964
I  -2.02986  -0.76390  0.16985
H  1.07984  1.16407  -0.55544

Values from the calculation:
- orbital gap (eV) = 8.16
- energy relative to the best compared isomer or geometry (same formula, charge and spin) (kcal per mole) = 22.11



HLuO2P as an isolated structure in a non-equilibrium geometry. Source: OMol25; level of theory: wB97M-V/def2-TZVPD.

Atoms and positions in Å:
P  1.08908  -0.54328  0.18042
O  1.03174  -1.04406  -1.29298
Lu  -0.86874  0.13248  -1.89964
O  -0.25096  0.25114  0.34372
H  -1.00112  1.20373  2.66848

Values from the calculation:
- orbital gap (spin up / spin down) (eV) = 3.99 / 7.78
- expectation value of S² = 0.750
- net charge = +2
- 2S+1 = 2



HN2O3 as an isolated structure in a non-equilibrium geometry. Source: OMol25; level of theory: wB97M-V/def2-TZVPD.

Atoms and positions in Å:
N  -0.37136  0.37131  0.08325
N  -2.90247  0.36468  -0.00541
O  -3.77496  -0.31194  0.03037
O  -0.46862  1.53821  -0.02541
O  -1.25550  -0.46826  -0.08306
H  0.67765  0.10579  0.27871

Values from the calculation:
- orbital gap (eV) = 9.96
- net charge = +1
- energy relative to the best compared isomer or geometry (same formula, charge and spin) (kcal per mole) = 11.38



A 2-piece molecular cluster, HN2O3 overall in a non-equilibrium geometry. Source: OMol25; level of theory: wB97M-V/def2-TZVPD.

Atoms and positions in Å:
N  -0.30096  -0.27595  0.37170
N  -0.52578  1.35232  3.11302
O  0.39748  1.97381  3.14442
O  0.10090  0.76178  0.69220
O  -1.47106  0.74186  3.24218
H  -0.19600  -0.54127  -0.73416

Values from the calculation:
- orbital gap (eV) = 6.61
- net charge = +1
- energy relative to the best compared isomer or geometry (same formula, charge and spin) (kcal per mole) = 43.03



HN2O3P in the gas phase in a non-equilibrium geometry. Source: OMol25; level of theory: wB97M-V/def2-TZVPD.

Atoms and positions in Å:
O  0.43224  0.24028  2.09460
N  0.52382  -0.69878  1.39878
P  -0.84153  -0.99473  -0.29096
N  -0.23265  0.73154  -0.72548
O  -0.66078  1.54203  0.08603
O  0.62932  0.86885  -1.57583
H  0.14958  -1.68919  -0.98714

Values from the calculation:
- orbital gap (spin up / spin down) (eV) = 7.92 / 7.92
- energy relative to the best compared isomer or geometry (same formula, charge and spin) (kcal per mole) = 29.66



A 2-piece molecular cluster, HN2O3S overall in a non-equilibrium geometry. Source: OMol25; level of theory: wB97M-V/def2-TZVPD.

Atoms and positions in Å:
N  0.06858  1.34590  0.36147
N  -0.38867  0.83612  -0.67832
O  0.16460  -0.04870  -1.32466
O  -1.49182  1.37987  -1.03489
O  1.31238  -0.27701  1.09019
S  0.87579  -1.60032  0.61282
H  -0.54086  -1.63585  0.97338

Values from the calculation:
- orbital gap (spin up / spin down) (eV) = 6.93 / 7.53
- net charge = -1
- energy relative to the best compared isomer or geometry (same formula, charge and spin) (kcal per mole) = 178.39



A 2-piece molecular cluster, HN2P overall in a non-equilibrium geometry. Source: OMol25; level of theory: wB97M-V/def2-TZVPD.

Atoms and positions in Å:
N  -0.51877  -0.73022  -0.78238
N  0.02765  0.35303  -1.01654
P  0.97198  -0.43188  0.06387
H  -0.48086  0.80907  1.73506

Values from the calculation:
- orbital gap (spin up / spin down) (eV) = 9.37 / 7.78
- energy relative to the best compared isomer or geometry (same formula, charge and spin) (kcal per mole) = 85.97



A 2-piece molecular cluster, HN3O3 overall in a non-equilibrium geometry. Source: OMol25; level of theory: wB97M-V/def2-TZVPD.

Atoms and positions in Å:
N  0.84498  1.13104  0.32919
N  -0.34511  0.60941  0.64883
N  1.83060  0.45657  -0.05958
O  -1.75244  1.54719  -0.51493
O  1.80791  -0.78098  -0.39165
O  2.98727  1.05509  -0.15139
H  -0.27154  -0.28303  0.19458

Values from the calculation:
- orbital gap (spin up / spin down) (eV) = 6.26 / 6.89
- net charge = -2
- energy relative to the best compared isomer or geometry (same formula, charge and spin) (kcal per mole) = 53.91



Number 1: calculated total energy -8319.63843 eV. Number 2: calculated total energy -8319.90045 eV. Number 3: calculated total energy -8971.05701 eV. Number 4: calculated total energy -38096.87559 eV. Number 5: calculated total energy -34595.06386 eV. Number 6: calculated total energy -7778.57688 eV. Number 7: calculated total energy -8328.44572 eV. Number 8: calculated total energy -8313.61014 eV. Number 9: calculated total energy -19173.67680 eV. Number 10: calculated total energy -76000.66688 eV. Number 11: calculated total energy -17705.22055 eV. Number 12: calculated total energy -47175.92400 eV. Number 13: calculated total energy -20997.89251 eV. Number 14: calculated total energy -46998.39282 eV. Number 15: calculated total energy -9124.56365 eV. Number 16: calculated total energy -9123.19114 eV. Number 17: calculated total energy -18421.24852 eV. Number 18: calculated total energy -19968.58202 eV. Number 19: calculated total energy -12279.53561 eV. Number 20: calculated total energy -10618.99491 eV.